{"formula": "C48H56O26", "method": "ωB97M-V with the def2-TZVPD basis set", "elements": ["C", "C", "C", "O", "C", "C", "C", "O", "O", "O", "H", "H", "H", "H", "C", "C", "C", "O", "C", "C", "C", "O", "O", "O", "H", "H", "H", "H", "C", "C", "C", "O", "C", "C", "C", "O", "O", "O", "H", "H", "H", "H", "C", "C", "C", "O", "C", "C", "C", "O", "O", "O", "H", "H", "H", "H", "C", "C", "C", "O", "C", "C", "C", "O", "O", "O", "H", "H", "H", "H", "C", "C", "O", "C", "H", "H", "H", "H", "H", "H", "C", "C", "O", "C", "H", "H", "H", "H", "H", "H", "C", "C", "O", "C", "H", "H", "H", "H", "H", "H", "C", "C", "O", "C", "H", "H", "H", "H", "H", "H", "C", "C", "O", "C", "H", "H", "H", "H", "H", "H", "C", "C", "O", "C", "H", "H", "H", "H", "H", "H"], "xyz": [[-4.154, 1.931, 37.508], [-4.330, 3.298, 38.225], [-3.493, 4.413, 37.917], [-3.575, 5.486, 38.605], [-2.534, 4.305, 36.906], [-2.245, 2.900, 36.289], [-3.178, 1.787, 36.414], [-3.077, 0.742, 35.838], [-1.000, 2.600, 35.903], [-5.230, 3.429, 39.234], [-4.775, 1.063, 37.609], [-1.885, 5.102, 36.737], [-0.372, 3.418, 35.961], [-4.951, 4.404, 39.372], [10.481, 6.913, 37.667], [9.161, 6.456, 37.112], [8.208, 7.345, 36.384], [7.190, 6.885, 35.918], [8.724, 8.667, 36.093], [10.188, 9.133, 36.561], [11.009, 8.195, 37.355], [12.114, 8.572, 37.863], [10.764, 10.200, 35.961], [8.750, 5.162, 37.415], [11.067, 6.222, 38.179], [8.065, 9.405, 35.605], [9.931, 10.563, 35.862], [7.839, 4.967, 37.004], [6.854, 3.041, 31.391], [5.833, 1.986, 31.013], [5.914, 1.474, 29.583], [5.073, 0.544, 29.245], [6.776, 2.102, 28.629], [7.912, 3.064, 29.263], [7.751, 3.757, 30.574], [8.422, 4.673, 30.907], [9.201, 3.267, 28.656], [5.024, 1.481, 31.925], [6.774, 3.291, 32.405], [6.969, 1.625, 27.758], [9.204, 2.822, 27.762], [4.441, 1.096, 31.301], [2.978, 4.783, 34.352], [4.490, 4.684, 34.721], [4.778, 4.365, 36.117], [5.991, 4.288, 36.395], [3.809, 4.136, 37.052], [2.313, 4.175, 36.746], [1.986, 4.653, 35.409], [0.764, 4.699, 35.089], [1.336, 3.921, 37.629], [5.369, 5.025, 33.806], [2.822, 5.129, 33.287], [4.120, 3.914, 38.146], [1.593, 3.574, 38.436], [6.157, 5.106, 34.468], [2.719, 10.945, 31.568], [3.391, 9.568, 31.902], [3.199, 8.805, 33.166], [3.827, 7.727, 33.334], [2.271, 9.322, 34.102], [1.538, 10.579, 33.748], [1.814, 11.468, 32.529], [1.228, 12.454, 32.299], [1.007, 11.334, 34.862], [4.364, 9.077, 31.018], [3.005, 11.557, 30.724], [2.354, 8.892, 35.194], [0.944, 10.728, 35.577], [4.653, 8.215, 31.301], [-0.362, 1.931, 32.925], [0.350, 1.596, 31.638], [-0.141, 0.968, 30.725], [1.746, 2.146, 31.441], [0.097, 1.175, 33.644], [-1.530, 1.747, 32.877], [0.063, 2.922, 33.252], [2.380, 2.063, 32.396], [1.826, 3.187, 31.045], [2.363, 1.490, 30.696], [7.199, 1.235, 38.922], [6.829, 2.333, 39.991], [6.418, 3.393, 39.732], [7.009, 1.812, 41.489], [7.630, 1.848, 38.139], [6.381, 0.565, 38.642], [8.084, 0.857, 39.092], [6.739, 0.770, 41.658], [6.287, 2.603, 41.931], [7.986, 1.989, 41.655], [3.902, 6.295, 41.140], [3.980, 7.132, 39.886], [3.250, 8.141, 39.820], [5.100, 6.725, 38.964], [4.804, 6.328, 41.765], [3.539, 5.223, 40.619], [3.167, 6.679, 41.676], [6.082, 7.391, 38.954], [4.727, 6.850, 38.000], [5.348, 5.729, 38.894], [-1.924, 8.683, 38.029], [-0.579, 8.792, 37.479], [-0.269, 9.666, 36.637], [0.425, 7.638, 37.782], [-1.944, 8.434, 39.167], [-2.463, 7.746, 37.931], [-2.445, 9.672, 37.890], [0.644, 7.012, 36.766], [0.176, 6.921, 38.447], [1.421, 8.090, 38.056], [1.356, 0.971, 39.696], [2.305, 2.029, 40.335], [2.133, 3.180, 40.110], [3.472, 1.550, 41.247], [1.678, 0.352, 38.861], [0.438, 1.317, 39.359], [1.235, 0.377, 40.478], [4.292, 0.995, 40.745], [3.130, 1.061, 42.039], [3.871, 2.584, 41.652], [8.203, 2.390, 34.980], [8.825, 3.689, 34.542], [8.234, 4.688, 34.273], [10.361, 3.675, 34.443], [7.097, 2.693, 34.847], [8.311, 2.103, 36.121], [8.595, 1.410, 34.402], [10.702, 4.276, 35.274], [10.736, 4.323, 33.523], [10.927, 2.851, 34.639]], "mulliken_charge": [-0.996, -0.195, 1.358, -0.752, -1.018, 0.688, 0.398, -0.526, -0.270, -0.580, 0.431, 0.750, 0.115, 0.420, -0.808, 0.376, 0.526, -0.313, -0.666, 0.383, 0.388, -0.601, -0.402, -0.498, 0.573, 0.342, 0.325, 0.106, -0.687, 0.171, 0.994, -0.659, -1.074, 0.395, 0.675, -0.524, -0.418, -0.486, 0.628, 0.394, 0.366, 0.240, -0.477, 0.025, 0.379, 0.310, 0.141, -0.480, 1.157, -0.923, 0.089, -0.514, 0.767, 0.099, 0.105, -0.093, -0.677, 0.049, 0.440, -0.255, 0.093, 0.533, 0.115, -0.496, -0.397, -0.544, 0.453, 0.107, 0.380, 0.336, -0.509, 0.269, -0.576, -0.488, 0.243, 0.282, 0.147, 0.149, 0.282, 0.257, -0.675, 0.733, -0.486, -1.364, -0.333, 0.349, 0.605, 0.300, 0.242, 0.610, -0.943, 0.621, -0.637, -0.383, 0.328, 0.006, 0.506, 0.323, 0.207, -0.016, -1.175, 0.551, -0.603, -0.466, 0.317, 0.240, 0.340, -0.161, 0.588, 0.214, -1.731, 0.869, -0.499, -0.989, 0.348, 0.469, 0.544, 0.179, 0.654, 0.056, -0.517, 0.901, -0.442, -1.302, -0.114, 0.033, 0.383, 0.225, 0.262, 0.482], "de_lowest_kcal_mol": 33.53, "orbital_gap_ev": 6.069, "fmax_ha_per_bohr": 0.18276, "lumo_energy_ha": -0.099}